[1]
Molecular formula: C9H17BN
Method: DFT, ωB97M-V/def2-TZVPD

Each line ends with the natural charge from an NBO analysis.
Cartesian coordinates (Å):
B  0.14  0.36  -1.44  0.990
C  1.23  -0.71  -1.59  -0.857
C  0.16  1.76  -0.84  -0.842
C  1.97  0.37  0.48  -0.452
C  0.38  -1.64  0.63  -0.389
C  -0.35  0.58  1.44  -0.415
C  -1.48  -0.58  -0.59  -0.303
C  1.66  -0.98  -0.08  -0.180
C  0.78  1.31  0.65  -0.163
C  -0.76  -0.69  0.71  -0.290
N  -2.68  0.21  -0.52  -0.676
H  0.90  -1.70  -1.92  0.244
H  2.07  -0.47  -2.18  0.255
H  0.72  2.39  -1.41  0.255
H  -0.88  2.20  -0.52  0.196
H  2.36  0.30  1.51  0.236
H  2.85  0.96  -0.01  0.236
H  0.12  -2.49  -0.16  0.215
H  0.70  -2.08  1.60  0.246
H  -0.19  0.45  2.54  0.258
H  -1.20  1.28  1.45  0.182
H  -1.70  -1.50  -1.02  0.224
H  2.45  -1.72  -0.15  0.248
H  1.14  2.22  1.13  0.247
H  -1.47  -1.10  1.55  0.213
H  -2.60  1.07  -1.02  0.435
H  -2.69  0.46  0.46  0.433
H  -3.62  -0.28  -0.69  0.455

Output
- Spin multiplicity: 1
- Highest occupied orbital energy: -12.69 eV
- Total charge: +1


[2]
Molecular formula: C50H75N12O2
Method: DFT, ωB97M-V/def2-TZVPD

Each line ends with the Mulliken charge.
Cartesian coordinates (Å):
C  3.57  2.21  0.83  -1.054
C  2.06  2.70  0.85  -0.379
C  1.04  1.51  1.05  0.226
N  -0.27  1.76  0.41  -0.173
N  -1.23  0.82  0.78  -0.445
C  -1.52  -0.30  0.01  0.471
C  -0.82  -0.56  -1.38  -0.484
C  0.69  -1.00  -1.26  -1.308
N  1.66  0.00  -1.73  0.783
C  3.06  -0.39  -1.47  -0.435
C  3.56  -1.69  -2.23  -0.853
C  1.43  0.40  -3.12  0.320
C  0.99  1.91  -3.32  -0.887
O  1.51  -0.30  -4.08  -0.487
C  -2.52  -1.27  0.44  0.490
C  -2.92  -2.55  -0.35  -1.392
C  -1.92  -3.70  0.10  -0.477
N  -1.38  -4.51  -1.04  -0.694
C  -3.20  -1.03  1.71  0.055
C  -2.90  0.17  2.48  0.403
C  -3.69  0.37  3.80  -2.066
C  -5.11  1.01  3.51  0.779
C  -5.36  1.44  2.02  -0.321
O  -5.33  2.19  4.31  -0.524
C  -1.88  1.08  1.98  0.340
C  -1.58  2.35  2.81  -0.213
C  -1.91  3.69  2.05  0.526
C  -0.71  4.69  1.81  -1.101
N  -3.07  4.01  1.65  -0.552
H  4.17  2.64  1.68  0.357
H  3.60  1.10  0.97  0.219
H  4.04  2.43  -0.16  0.127
H  1.78  3.27  -0.08  0.378
H  1.99  3.42  1.71  0.188
H  0.93  1.35  2.16  0.364
H  1.56  0.59  0.67  -0.478
H  -0.20  1.85  -0.61  0.295
H  -1.35  -1.36  -1.95  0.241
H  -0.99  0.38  -1.96  0.470
H  0.88  -1.23  -0.17  0.455
H  0.81  -1.97  -1.80  0.368
H  3.26  -0.56  -0.38  0.231
H  3.74  0.46  -1.76  0.375
H  2.73  -2.26  -2.72  0.252
H  4.24  -2.34  -1.63  0.345
H  4.20  -1.33  -3.09  0.105
H  -0.14  1.87  -3.37  0.257
H  1.39  2.34  -4.26  0.405
H  1.24  2.51  -2.41  0.101
H  -2.94  -2.38  -1.45  0.626
H  -3.98  -2.80  -0.06  0.337
H  -2.40  -4.34  0.89  0.407
H  -1.04  -3.21  0.60  0.251
H  -1.62  -3.99  -1.90  0.294
H  -0.36  -4.41  -0.98  0.278
H  -3.96  -1.73  2.10  0.425
H  -3.11  0.91  4.59  0.368
H  -3.87  -0.66  4.21  0.494
H  -5.89  0.23  3.74  0.216
H  -4.58  2.16  1.67  -0.092
H  -5.35  0.58  1.29  -0.362
H  -6.35  1.96  1.86  0.486
H  -6.09  2.61  3.87  0.230
H  -0.50  2.42  3.13  0.544
H  -2.17  2.39  3.77  -0.322
H  -0.03  4.32  1.01  0.105
H  -0.14  4.74  2.79  0.262
H  -1.08  5.72  1.61  0.497
H  -3.04  4.92  1.19  0.283
N  -9.10  3.74  3.29  0.025
C  -10.44  3.73  3.02  -0.535
C  -10.62  4.11  1.72  -0.371
C  -9.34  4.35  1.17  -0.607
C  -8.42  4.11  2.16  -0.468
H  -8.68  3.52  4.17  0.199
H  -11.16  3.46  3.79  0.388
H  -11.57  4.20  1.21  0.394
H  -9.11  4.66  0.16  0.407
H  -7.34  4.18  2.16  0.592
N  -8.47  -1.93  -1.72  0.045
C  -7.35  -1.21  -2.06  -1.064
C  -6.58  -1.09  -0.93  0.125
C  -7.25  -1.76  0.12  -0.172
C  -8.41  -2.27  -0.40  -0.813
H  -9.21  -2.17  -2.35  0.199
H  -7.21  -0.85  -3.06  0.385
H  -5.63  -0.57  -0.87  0.477
H  -6.92  -1.86  1.14  0.410
H  -9.20  -2.84  0.06  0.409
N  -0.51  -7.25  -0.21  0.082
C  -1.06  -8.43  -0.61  -0.393
C  -0.10  -9.41  -0.50  -0.569
C  1.07  -8.78  -0.01  -0.577
C  0.79  -7.45  0.17  -0.286
H  -0.99  -6.36  -0.19  0.299
H  -2.09  -8.48  -0.95  0.357
H  -0.22  -10.45  -0.75  0.386
H  2.02  -9.26  0.20  0.386
H  1.40  -6.64  0.53  0.330
N  7.21  2.99  1.14  0.047
C  7.46  4.33  1.18  -0.504
C  7.86  4.65  2.45  -0.396
C  7.85  3.45  3.21  -0.373
C  7.45  2.44  2.37  -0.512
H  6.89  2.48  0.33  0.183
H  7.34  4.95  0.30  0.374
H  8.13  5.63  2.80  0.400
H  8.11  3.34  4.25  0.417
H  7.31  1.39  2.54  0.372
N  -3.60  4.33  5.73  0.235
C  -3.29  5.66  5.79  -0.604
C  -2.83  5.93  7.06  -0.419
C  -2.87  4.71  7.78  -0.645
C  -3.35  3.74  6.94  -0.353
H  -3.97  3.85  4.92  0.183
H  -3.41  6.30  4.93  0.417
H  -2.51  6.89  7.42  0.420
H  -2.58  4.56  8.81  0.410
H  -3.53  2.69  7.09  0.386
N  8.32  -1.20  -4.65  0.061
C  7.76  -0.01  -4.30  -0.630
C  6.55  0.11  -4.95  -0.379
C  6.38  -1.07  -5.73  -0.644
C  7.49  -1.86  -5.52  -0.264
H  9.21  -1.54  -4.33  0.204
H  8.26  0.66  -3.61  0.419
H  5.87  0.94  -4.88  0.484
H  5.55  -1.31  -6.36  0.407
H  7.75  -2.82  -5.92  0.324
N  11.01  -6.39  -7.60  0.027
C  11.04  -5.53  -6.53  -0.827
C  10.08  -4.58  -6.73  0.212
C  9.44  -4.87  -7.96  -0.427
C  10.03  -5.99  -8.47  -0.555
H  11.61  -7.18  -7.72  0.193
H  11.74  -5.68  -5.73  0.351
H  9.86  -3.76  -6.06  0.272
H  8.63  -4.32  -8.42  0.394
H  9.85  -6.54  -9.38  0.370

Output
- Spin multiplicity: 1
- Highest occupied orbital energy: -9.46 eV
- Total charge: +1


[3]
Molecular formula: C2H10N3
Method: DFT, ωB97M-V/def2-TZVPD

Each line ends with the Löwdin spin population.
Cartesian coordinates (Å):
C  -0.54  0.72  0.91  0.175
N  -0.90  0.26  2.23  0.055
H  -1.40  1.35  0.55  0.043
H  0.35  1.37  0.82  0.011
H  -0.22  0.73  2.86  0.013
H  -1.75  0.74  2.55  0.017
N  -0.20  -0.51  0.03  0.125
C  1.07  -0.11  -0.92  0.168
N  0.63  -0.42  -2.23  0.080
H  -0.98  -0.76  -0.57  0.102
H  0.13  -1.29  0.59  0.104
H  1.14  0.98  -0.83  0.012
H  1.96  -0.64  -0.60  0.044
H  0.74  -1.31  -2.69  0.027
H  0.31  0.34  -2.81  0.023

Output
- Spin multiplicity: 2
- Expectation value of S²: 0.75
- Highest occupied orbital energy (spin up / spin down): -2.57 / -9.84 eV


[4]
Molecular formula: C14H13BrN4O3S
Method: DFT, ωB97M-V/def2-TZVPD

Each line ends with the natural charge from an NBO analysis.
Cartesian coordinates (Å):
C  -1.43  -2.47  1.26  -0.580
C  -1.04  -2.87  -0.27  -0.393
C  0.17  -3.77  -0.56  -0.493
C  1.23  -2.78  -0.04  0.241
N  1.95  -2.90  1.10  -0.258
N  2.95  -1.82  0.89  -0.330
C  2.91  -0.97  -0.05  0.140
N  3.94  -0.05  -0.10  -0.684
C  3.79  1.44  -0.64  0.736
O  4.73  2.01  -0.85  -0.462
C  2.52  1.52  -1.32  -0.278
N  1.46  1.66  -0.20  -0.401
C  1.63  1.68  1.00  0.847
O  2.61  1.88  1.81  -0.623
O  0.48  1.35  1.80  -0.418
C  -0.53  1.22  0.88  0.291
C  -1.73  1.11  0.90  -0.341
C  -2.59  0.83  -0.09  -0.092
Br  -4.32  0.39  -0.07  0.154
C  -2.03  0.82  -1.56  -0.232
C  -0.75  1.20  -1.46  -0.247
C  0.10  1.43  -0.41  0.106
S  1.72  -1.23  -1.20  0.198
H  -1.51  -3.47  1.80  0.216
H  -0.75  -1.85  1.55  0.189
H  -2.41  -1.78  1.29  0.211
H  -1.83  -3.44  -0.65  0.201
H  -1.14  -2.01  -0.93  0.203
H  0.22  -3.99  -1.55  0.242
H  0.22  -4.39  0.31  0.252
H  4.77  -0.21  0.54  0.438
H  2.28  1.28  -2.12  0.206
H  2.54  2.72  -1.39  0.261
H  -2.28  0.78  1.93  0.239
H  -2.59  0.82  -2.58  0.259
H  -0.24  1.19  -2.42  0.203

Output
- Structure (SMILES): CCCc1nnc(NC(=O)Cn2c(=O)oc3cc(Br)ccc32)s1
- Spin multiplicity: 1
- Highest occupied orbital energy: -8.56 eV


[5]
Molecular formula: C34H39F3N4O6
Method: DFT, ωB97M-V/def2-TZVPD

Each line ends with the Mulliken charge.
Cartesian coordinates (Å):
C  -2.18  -0.95  -3.72  -0.691
C  -0.68  -1.20  -3.18  -0.025
C  -0.59  -1.98  -1.77  -0.697
C  -1.53  -1.32  -0.60  -0.250
N  -0.76  -0.87  0.60  -0.154
C  -0.27  0.53  0.50  0.905
C  1.31  0.46  0.91  -0.191
N  2.34  0.59  1.55  -0.683
O  -0.25  1.05  -0.89  -0.029
N  0.90  1.78  -0.97  0.234
O  0.66  2.76  -1.61  -0.399
C  -1.15  1.44  1.51  1.372
C  -2.29  0.46  2.14  -0.029
N  -3.38  -0.07  2.31  -0.634
C  -0.30  1.94  2.83  -1.211
C  -0.08  0.80  3.92  0.547
O  -0.16  1.16  5.15  -0.590
O  0.26  -0.56  3.68  -0.213
C  -0.43  -1.47  4.56  0.574
C  -1.97  -1.38  4.99  -0.730
O  0.25  -2.45  5.00  -0.486
O  -1.68  2.64  0.94  -0.448
C  -2.89  2.43  0.15  -0.057
C  -4.25  2.86  0.94  -0.421
C  -5.59  2.47  0.08  -0.460
C  -6.05  0.98  0.54  -0.850
H  -2.24  -0.65  -4.82  0.108
H  -2.59  -0.04  -3.13  0.076
H  -2.92  -1.81  -3.45  0.297
H  -0.13  -1.79  -4.01  0.425
H  -0.16  -0.16  -3.17  -0.117
H  -0.87  -3.08  -1.99  0.356
H  0.53  -1.99  -1.47  0.314
H  -2.19  -2.21  -0.24  0.383
H  -2.27  -0.54  -1.01  -0.253
H  0.07  -1.51  0.64  0.454
H  -1.01  2.72  3.32  0.413
H  0.64  2.54  2.54  0.400
H  -2.00  -1.52  6.13  0.278
H  -2.65  -2.16  4.50  0.301
H  -2.43  -0.34  4.78  0.233
H  -2.97  1.39  -0.34  -0.214
H  -2.82  3.18  -0.73  0.388
H  -4.21  4.01  1.03  0.347
H  -4.28  2.37  1.97  0.188
H  -5.44  2.56  -1.05  0.293
H  -6.42  3.18  0.45  0.305
H  -7.14  0.82  0.24  0.335
H  -5.41  0.19  0.02  0.141
H  -5.97  0.84  1.69  0.239
F  1.23  -7.64  6.23  -0.311
C  2.10  -6.62  6.31  0.392
C  3.40  -6.86  6.75  -0.445
C  4.30  -5.81  6.82  -0.312
C  3.90  -4.52  6.47  -0.621
C  2.59  -4.29  6.04  -0.201
C  1.69  -5.35  5.96  -0.434
H  3.69  -7.87  7.02  0.397
H  5.32  -5.99  7.16  0.356
H  4.60  -3.70  6.54  0.375
H  2.28  -3.29  5.78  0.386
H  0.68  -5.18  5.61  0.427
F  -0.59  0.67  -5.52  -0.082
C  -0.66  1.18  -6.76  0.442
C  -1.35  0.49  -7.74  -0.380
C  -1.43  1.03  -9.02  -0.441
C  -0.81  2.25  -9.31  -0.519
C  -0.12  2.93  -8.31  -0.444
C  -0.05  2.40  -7.02  -0.453
H  -1.81  -0.46  -7.51  0.389
H  -1.97  0.50  -9.80  0.354
H  -0.87  2.66  -10.31  0.357
H  0.36  3.88  -8.53  0.350
H  0.47  2.92  -6.23  0.424
F  6.06  4.34  -2.83  -0.312
C  5.89  3.37  -1.92  0.290
C  4.61  3.05  -1.48  -0.515
C  4.44  2.04  -0.55  0.244
C  5.55  1.35  -0.06  -0.508
C  6.83  1.68  -0.50  -0.358
C  7.00  2.69  -1.44  -0.474
H  3.76  3.60  -1.87  0.464
H  3.45  1.78  -0.20  -0.089
H  5.42  0.56  0.68  0.412
H  7.69  1.15  -0.11  0.366
H  7.99  2.95  -1.81  0.404

Output
- Structure (SMILES): CCCCN[C@@](C#N)(ON=O)[C@@](C#N)(CC(=O)OC(C)=O)OCCCC.Fc1ccccc1.Fc1ccccc1.Fc1ccccc1
- Spin multiplicity: 1
- Highest occupied orbital energy: -8.88 eV


Calculated max |F| (hartree/bohr), listed in the same order as above: 0.1006; 0.0509; 0.0688; 0.3727; 0.1321
Calculated E_tot (eV), listed in the same order as above: -11766.640; -75031.583; -6701.924; -107698.495; -62278.318